Entry 1:
Computed, not measured: C33H50BrLuN7O6P as an isolated structure at a distorted geometry, with ωB97M-V/def2-TZVPD.

Last column: Löwdin charge in e.
Element x y z (Å)
Lu: -0.14083 -0.15045 0.46265  1.5696
Br: -0.80987 -0.44979 4.15888  0.8706
P: 2.39858 -2.12154 2.14679  0.5590
O: -0.54165 4.42855 -5.53425  0.0327
O: 0.46777 1.77113 0.16672  -0.2362
O: -2.01260 0.35959 -0.56377  -0.2207
O: -3.17481 2.25040 -0.91968  0.0836
O: 0.94061 5.75528 -4.37131  0.0318
O: 2.02644 3.34838 0.04459  0.0600
N: 1.26096 -0.55836 -1.67179  -0.0296
N: 2.90177 -1.27831 3.52153  -0.2184
N: 3.89781 -2.59922 1.42350  -0.2032
N: 1.91319 -3.63561 2.73187  -0.2048
N: -1.52036 -2.38413 0.13855  -0.0451
N: -1.86082 0.79209 1.99898  -0.0148
N: 1.35863 -1.40156 1.28771  -0.3801
C: 2.83890 0.18154 3.53787  -0.2326
C: 0.56097 -3.64089 3.27688  -0.2680
C: 1.08354 4.30036 -2.37379  0.0736
C: 0.83399 -5.90726 4.30325  -0.1916
C: -1.23336 -3.14464 -1.09826  -0.2387
C: 5.12640 -4.05010 -0.11450  -0.1820
C: -2.78477 1.64370 4.03622  -0.0873
C: -0.26459 3.84860 -4.32421  -0.2035
C: -1.93694 0.82260 3.32037  -0.6970
C: 0.59731 3.10742 -1.82230  -0.1227
C: 3.33269 -1.59506 5.91015  -0.1654
C: 3.76796 -3.46389 0.26052  -0.2373
C: 0.63262 4.64711 -3.61900  -0.1907
C: 2.58911 -0.25282 5.99593  -0.2023
C: 4.77162 -1.47174 1.12202  -0.2282
C: -0.31040 2.32608 -2.52344  -0.0455
C: 3.83402 -1.83897 4.47731  -0.2102
C: 1.09105 2.73355 -0.43770  -0.5746
C: 1.37374 -1.89788 -2.27411  -0.2690
C: -1.16926 -2.21458 -2.32043  -0.1947
C: -2.61594 1.43045 -0.21964  -0.6166
C: -0.75174 2.67859 -3.79847  0.0274
C: 3.13269 0.70842 4.94527  -0.1783
C: -3.58869 2.51259 3.31019  -0.0307
C: 0.13818 5.67200 -5.53354  -0.1549
C: 2.69700 -4.82498 3.02381  -0.2319
C: 6.09479 -2.91652 -0.44318  -0.2080
C: -3.52579 2.50146 1.92702  0.0194
C: 0.01551 -5.06078 3.31506  -0.1823
C: 2.28737 -5.41319 4.37165  -0.1767
C: 6.16783 -1.96024 0.74390  -0.1824
C: 0.14683 -2.29411 -3.09365  -0.1930
C: -2.65954 1.61513 1.30806  -0.1610
H: 0.07456 -1.64374 -3.96862  0.1114
H: -0.04088 -2.99043 2.63651  0.0429
H: -0.72448 1.44171 -2.06340  0.0734
H: -1.31958 -1.18917 -1.98257  0.0659
H: 4.21197 0.80608 5.08526  0.1107
H: 1.51111 -2.60079 -1.45013  0.0726
H: 2.95161 -6.23505 4.64300  0.1115
H: -1.98469 -2.44312 -3.00751  0.1125
H: 1.52665 -0.41262 5.81371  0.0495
H: -1.47132 2.08003 -4.33545  0.1220
H: 2.69282 0.17485 6.99406  0.1067
H: -1.48630 -3.02777 0.92528  0.0703
H: -4.26702 3.17487 3.82852  0.1152
H: 3.75829 -4.57647 2.99653  0.1002
H: 1.84115 0.47623 3.20267  0.0608
H: 0.07998 -5.48150 2.30872  0.1102
H: 3.54942 0.63480 2.83268  0.1078
H: 7.08570 -3.31075 -0.67586  0.1066
H: -2.81793 1.59852 5.11312  0.1055
H: 2.52900 -5.59493 2.25327  0.1142
H: 0.30286 -3.31557 -3.45087  0.1147
H: -0.27556 -3.64636 -0.94510  0.1040
H: 4.18835 -1.60268 6.58992  0.1083
H: 3.38695 -2.89544 -0.60197  0.0936
H: -4.13194 3.14588 1.30826  0.1247
H: 4.83842 -0.83178 2.00104  0.0913
H: -1.99027 -3.92128 -1.25993  0.1113
H: 0.81136 -6.95334 3.99179  0.1052
H: -0.59665 6.49075 -5.53570  0.1375
H: 4.83070 -1.39187 4.34903  0.1185
H: -1.03618 -5.05345 3.60610  0.1088
H: 2.11046 -0.39564 -1.12764  0.0672
H: 2.70036 1.70224 5.05459  0.1124
H: 5.01578 -4.72338 -0.96758  0.1096
H: 6.60094 -2.48075 1.60158  0.1140
H: 0.77171 5.74476 -6.42551  0.1361
H: 4.36117 -0.86480 0.29543  0.1191
H: 2.38670 -4.64065 5.13637  0.0965
H: 2.25476 -1.96148 -2.92659  0.1163
H: 2.65843 -2.39898 6.21368  0.0947
H: 5.51167 -4.62314 0.73204  0.1115
H: 1.77698 4.91018 -1.81546  0.1305
H: 3.93027 -2.90521 4.28332  0.0903
H: 0.38352 -5.85190 5.29573  0.1059
H: 6.79945 -1.10074 0.51013  0.1114
H: 5.73423 -2.37491 -1.32316  0.1105
H: 0.53127 -3.21769 4.29408  0.0967
H: 3.04796 -4.25135 0.48782  0.1000
H: 1.24375 0.14785 -2.40700  0.0872
H: -2.47377 -2.02956 0.07673  0.0848

Its lowest unoccupied orbital energy is -0.01 eV. The energy is -6273.3841 Eh. As for the energy above the lowest of the compared OMol25 structures with the same formula, charge and spin: 17.20 kcal per mole. Its spin multiplicity is 1.

=====

Entry 2:
Computed, not measured: C33H50CdN6O2Sb as an isolated structure, with ωB97M-V/def2-TZVPD.

Last column: Löwdin charge in e.
Element x y z (Å)
Sb: -3.01826 0.18217 -1.25371  1.3933
Cd: -0.18340 0.01985 -0.80665  1.3128
O: -0.84094 1.99188 0.22548  -0.1635
O: 0.17027 2.10427 -1.72718  -0.1187
N: 0.44483 -1.14468 1.24972  0.0757
N: 2.05147 -1.89733 -2.92726  -0.1552
N: 1.95346 -0.63734 -0.99518  0.0293
N: 0.89279 -2.40364 3.22895  -0.1597
N: -0.57292 -3.18445 1.62922  -0.1538
N: 3.70326 -2.18858 -1.32900  -0.1497
C: 0.22909 6.29953 -1.55072  -0.0708
C: 2.21630 -1.91183 3.54891  -0.0360
C: -3.66302 0.40328 0.77623  -0.4254
C: 2.13593 2.32952 2.93795  -0.0258
C: 1.02536 1.76807 3.49222  -0.0580
C: -0.79905 6.15858 0.62245  -0.0730
C: 2.70007 1.79659 1.75355  -0.1510
C: 2.65834 0.26012 -0.14151  -0.2436
C: -4.89074 2.37764 -2.43700  -0.1703
C: 0.26504 -2.17957 2.02499  -0.3705
C: 1.95627 -3.29711 -3.30898  -0.0402
C: -4.57382 -1.04525 -2.04431  -0.4364
C: -1.51167 -2.97241 0.55675  -0.0927
C: -0.32622 2.66908 -0.71227  -0.6683
C: 4.03106 -2.38394 0.06688  -0.0338
C: -0.26943 -4.58451 1.87890  -0.0420
C: -0.31317 4.15508 -0.61080  -0.1544
C: 2.56466 -1.54163 -1.70717  -0.3924
C: 3.75963 0.89686 -0.65177  -0.0233
C: 0.21322 4.91754 -1.64926  -0.0178
C: 0.13605 -2.86120 4.38098  -0.0483
C: 2.11482 0.66412 1.12671  -0.0789
C: 0.47081 0.61120 2.92013  -0.0458
C: 4.38261 1.95718 0.03101  -0.0561
C: -0.27780 6.91798 -0.41583  -0.0777
C: -3.42268 2.04399 -2.20973  -0.4133
C: -4.56785 -2.44354 -1.44431  -0.1979
C: -5.06393 0.95568 0.99453  -0.1701
C: 1.08610 -1.03492 -3.57623  -0.0750
C: 4.76633 -2.50001 -2.26771  -0.0435
C: 1.01381 0.03720 1.80053  -0.2933
C: 3.84779 2.41319 1.19581  -0.0278
C: -0.81726 4.77663 0.52653  -0.0222
H: 4.98321 -3.57086 -2.27592  0.0929
H: 2.59309 3.20502 3.37836  0.1161
H: -5.34368 0.88660 2.04697  0.0744
H: -5.40529 1.60673 -3.01172  0.0611
H: -1.86608 -1.94519 0.57609  0.0107
H: -5.38905 -3.04491 -1.83429  0.0751
H: 2.16770 -3.40882 -4.37269  0.0971
H: 3.12166 -2.31386 0.65732  0.0703
H: -0.40014 0.15194 3.37144  0.1225
H: 2.66516 -3.89715 -2.74791  0.0811
H: 2.74420 -1.61374 2.64849  0.0738
H: -5.12588 2.00591 0.71237  0.0629
H: 0.05341 -1.25679 -3.26387  0.0570
H: -1.06629 -3.17365 -0.42625  0.0844
H: 2.77750 -2.71712 4.03043  0.0992
H: -2.88610 1.99248 -3.15949  0.0537
H: 0.63717 6.89491 -2.35521  0.1049
H: 1.13800 -1.19842 -4.65340  0.0962
H: -4.67772 -2.41288 -0.35929  0.0601
H: 2.18499 -1.05221 4.22460  0.0956
H: -1.09755 -5.07712 2.39194  0.0955
H: 0.57586 2.19499 4.37794  0.1105
H: 5.25076 2.43520 -0.40187  0.1104
H: 0.60542 4.41372 -2.52102  0.1138
H: -1.21294 4.16615 1.32699  0.1130
H: -2.92340 2.80707 -1.61201  0.0466
H: 0.08730 -2.06586 5.13131  0.0944
H: 1.30788 0.01147 -3.36902  0.0809
H: -0.87697 -3.12387 4.09173  0.0904
H: -5.43112 2.51277 -1.50141  0.0559
H: -4.97547 3.30763 -3.00011  0.0768
H: -5.81995 0.41303 0.42476  0.0624
H: 0.62767 -4.67936 2.48115  0.0880
H: 4.27898 3.26220 1.70846  0.1163
H: -0.10451 -5.09567 0.92582  0.0929
H: -3.63966 -2.97090 -1.67091  0.0563
H: 0.94736 -3.67952 -3.11728  0.0923
H: -2.36706 -3.63751 0.68806  0.0950
H: 5.67582 -1.96878 -1.97422  0.0970
H: 0.60658 -3.73360 4.84039  0.0939
H: 4.75002 -1.64567 0.43314  0.0988
H: 4.45348 -3.38331 0.18941  0.0990
H: -1.18914 6.64498 1.50591  0.1043
H: -3.57211 -0.59256 1.21724  0.0339
H: -4.46408 -1.07658 -3.12747  0.0556
H: -5.50714 -0.52589 -1.82905  0.0464
H: 4.48627 -2.18575 -3.26913  0.0941
H: -0.26714 7.99725 -0.33926  0.1056
H: 4.11619 0.61088 -1.63367  0.1210
H: -2.90446 1.03133 1.24432  0.0350

Its lowest unoccupied orbital energy is -1.83 eV. Its net charge is +1. The energy is -2174.3103 Eh. Its spin multiplicity is 1.